(a)
This record from the Open Molecules 2025 dataset describes a molecular structure, C3H10BNOP2. The level of theory is the ωB97M-V functional and the def2-TZVPD basis.

Geometry as ORCA input:
```
! wB97M-V def2-TZVPD RIJCOSX def2/J DEFGRID3
* xyz 0 1
B -0.456 -1.200 -0.026
C 0.823 0.728 -0.583
C -0.093 1.293 0.417
C -1.082 -2.715 -0.205
N 0.412 -0.579 -0.996
O -0.859 -0.285 0.901
P 2.571 0.555 0.110
P -1.627 1.999 -0.331
H 0.740 1.255 -1.554
H 0.089 1.634 1.449
H -1.657 -2.638 -1.015
H -1.571 -3.144 0.689
H -0.229 -3.504 -0.285
H 0.259 -0.766 -1.955
H 2.204 0.303 1.512
H 2.906 2.062 0.139
H -1.046 3.328 -0.535
H -2.345 1.924 0.812
*
```

Values from the calculation:
**Frontier orbital gap**: 9.6 eV
**Lowest unoccupied orbital energy**: 0.53 eV

Results of the Mulliken charge analysis, in e, for atoms 1 through 8: B 0.508; C -0.349; C -0.134; C -0.986; N -0.328; O -0.672; P -0.151; P -0.058

=====

(b)
This record from the Open Molecules 2025 dataset describes a single C3H10BNOP2 molecule. The level of theory is the ωB97M-V functional and the def2-TZVPD basis.

Geometry as ORCA input:
```
! wB97M-V def2-TZVPD RIJCOSX def2/J DEFGRID3
* xyz 0 1
B -0.695 -1.277 0.619
C 0.705 0.634 -1.185
C 0.017 1.036 0.061
C -1.329 -2.085 1.838
N -0.035 -1.854 -0.448
O -0.645 0.108 0.881
P 2.420 0.025 -1.239
P -1.212 2.226 -0.712
H 0.178 0.812 -2.079
H 0.648 1.747 0.694
H -0.796 -1.784 2.837
H -1.153 -3.129 1.888
H -2.363 -1.874 2.067
H -0.378 -2.169 -1.299
H 3.302 0.831 -0.527
H 2.940 0.542 -2.589
H -0.292 3.121 -1.224
H -1.313 3.089 0.417
*
```

Values from the calculation:
**Frontier orbital gap (alpha / beta)**: 6.4 / 6.4 eV
**Lowest unoccupied orbital energy (alpha / beta)**: -1.77 / -1.77 eV

Results of the Mulliken charge analysis, in e, for atoms 1 through 8: B 0.293; C -0.716; C 0.252; C -0.959; N -0.289; O -0.520; P -0.059; P -0.185

=====

Which is most stable? The ranking, best first, is (a), (b).

=====

(a)
This record from the Open Molecules 2025 dataset describes a single CH4N4O molecule. The level of theory is the ωB97M-V functional and the def2-TZVPD basis.

Geometry as ORCA input:
```
! wB97M-V def2-TZVPD RIJCOSX def2/J DEFGRID3
* xyz 0 1
H 1.503 -0.116 2.030
N 1.247 0.817 1.324
C 0.415 0.194 0.484
N 0.381 -1.046 0.149
N -0.511 1.043 -0.316
N -1.528 0.533 -1.138
O -1.134 -0.418 -1.959
H 1.052 -1.354 -0.716
H -0.434 -1.429 -0.053
H -0.991 1.777 0.195
*
```

Values from the calculation:
**Structure (SMILES)**: [H]/N=C(\N)NN=O
**Frontier orbital gap**: 9.2 eV
**Lowest unoccupied orbital energy**: -0.77 eV

Results of the Mulliken charge analysis, in e, for atoms 1 through 8: H 0.304; N -0.590; C 0.405; N -0.583; N 0.044; N -0.136; O -0.359; H 0.302

=====

(b)
This record from the Open Molecules 2025 dataset describes 2 unconnected molecules or ions with the total composition CH4N4O. The level of theory is the ωB97M-V functional and the def2-TZVPD basis.

Geometry as ORCA input:
```
! wB97M-V def2-TZVPD RIJCOSX def2/J DEFGRID3
* xyz 0 1
C 1.192 0.120 -0.847
N -0.331 1.581 0.262
N -0.856 2.546 0.553
N -1.495 -1.865 0.665
N 0.095 0.495 0.035
O -0.815 -1.892 1.679
H 1.981 -0.486 -0.300
H 0.675 -0.402 -1.610
H 1.742 1.009 -1.134
H -2.188 -1.106 0.698
*
```

Values from the calculation:
**Frontier orbital gap (alpha / beta)**: 9.2 / 9.2 eV
**Lowest unoccupied orbital energy (alpha / beta)**: -0.25 / -0.25 eV

Results of the Mulliken charge analysis, in e, for atoms 1 through 8: C -0.706; N 0.677; N -0.620; N 0.003; N -0.200; O -0.216; H 0.231; H 0.267

=====

(c)
This record from the Open Molecules 2025 dataset describes a single CH4N4O molecule. The level of theory is the ωB97M-V functional and the def2-TZVPD basis.

Geometry as ORCA input:
```
! wB97M-V def2-TZVPD RIJCOSX def2/J DEFGRID3
* xyz 0 1
O -1.916 -0.561 -0.379
C -0.605 -0.840 -0.290
N 0.131 0.244 0.494
N 0.693 0.361 1.771
N 1.760 1.012 1.199
N 1.305 0.788 -0.049
H -1.989 0.183 -0.957
H -0.143 -0.952 -1.314
H -0.490 -1.806 0.357
H 1.255 1.571 -0.833
*
```

Values from the calculation:
**Structure (SMILES)**: OCn1nn[nH]1
**Frontier orbital gap**: 10.4 eV
**Lowest unoccupied orbital energy**: 0.53 eV

Results of the Mulliken charge analysis, in e, for atoms 1 through 8: O -0.470; C -0.236; N 0.389; N -0.389; N -0.243; N -0.212; H 0.315; H 0.298

=====

Which is most stable? The ranking, best first, is (a), (c), (b).

=====

(a)
This record from the Open Molecules 2025 dataset describes a single C5H5NOS2 molecule. The level of theory is the ωB97M-V functional and the def2-TZVPD basis.

Geometry as ORCA input:
```
! wB97M-V def2-TZVPD RIJCOSX def2/J DEFGRID3
* xyz 0 1
O -0.301 1.340 3.316
C 0.294 0.596 2.694
N 0.703 -0.400 2.293
C 1.452 -0.984 1.216
C 0.671 -0.870 -0.235
S 1.024 0.843 -0.861
C 0.354 1.993 0.217
C 0.964 3.089 0.630
S 1.833 4.332 1.010
H 1.513 -2.047 1.501
H 2.463 -0.471 1.107
H 1.133 -1.536 -1.015
H -0.379 -1.201 -0.131
H -0.567 1.758 0.730
*
```

Values from the calculation:
**Structure (SMILES)**: O=C=NCCSC=C=S
**Frontier orbital gap**: 7.5 eV
**Lowest unoccupied orbital energy**: -0.53 eV

Results of the Mulliken charge analysis, in e, for atoms 1 through 8: O -0.425; C 0.538; N -0.264; C -0.446; C -0.611; S -0.101; C -0.270; C 0.135

=====

(b)
This record from the Open Molecules 2025 dataset describes a molecular structure, C5H5NOS2. The level of theory is the ωB97M-V functional and the def2-TZVPD basis.

Geometry as ORCA input:
```
! wB97M-V def2-TZVPD RIJCOSX def2/J DEFGRID3
* xyz 0 1
C -1.926 0.722 0.255
C -2.578 -0.175 -0.513
C -0.222 -0.426 -0.414
C 1.782 -1.452 0.798
C 1.699 -0.970 -0.621
N -0.554 0.524 0.268
O 1.657 -2.599 1.176
S -1.468 -1.149 -1.419
S 2.375 0.606 -1.151
H -2.478 1.589 0.600
H -3.686 -0.269 -0.575
H 2.012 -0.579 1.495
H 1.459 -1.594 -1.475
H 2.519 1.392 -0.049
*
```

Values from the calculation:
**Frontier orbital gap**: 9.1 eV
**Lowest unoccupied orbital energy**: 0.17 eV

Results of the Mulliken charge analysis, in e, for atoms 1 through 8: C -0.442; C -0.177; C 0.367; C 0.043; C -0.084; N -0.346; O -0.482; S -0.159

=====

Which is most stable? The ranking, best first, is (a), (b).

=====

(a)
This record from the Open Molecules 2025 dataset describes a single C4H5NO3 molecule. The level of theory is the ωB97M-V functional and the def2-TZVPD basis.

Geometry as ORCA input:
```
! wB97M-V def2-TZVPD RIJCOSX def2/J DEFGRID3
* xyz 0 1
C -2.532 -0.044 -0.001
O -1.393 0.797 -0.051
C -0.295 0.073 0.039
O -0.233 -1.341 0.018
C 1.093 -1.538 0.024
N 1.852 -0.479 -0.051
C 1.003 0.540 -0.018
O 1.377 1.810 0.021
H -3.432 0.554 -0.286
H -2.484 -0.874 -0.670
H -2.654 -0.387 1.048
H 1.422 -2.563 -0.017
H 0.568 2.308 0.105
*
```

Values from the calculation:
**Structure (SMILES)**: COc1ocnc1O
**Frontier orbital gap**: 8.5 eV
**Lowest unoccupied orbital energy**: 0.67 eV

Results of the Mulliken charge analysis, in e, for atoms 1 through 8: C -0.698; O -0.422; C 0.620; O -0.347; C -0.125; N -0.570; C 0.488; O -0.517

=====

(b)
This record from the Open Molecules 2025 dataset describes a single C4H5NO3 molecule. The level of theory is the ωB97M-V functional and the def2-TZVPD basis.

Geometry as ORCA input:
```
! wB97M-V def2-TZVPD RIJCOSX def2/J DEFGRID3
* xyz 0 1
O 1.805 1.607 -1.508
C 1.001 1.023 -0.766
C 1.120 -0.316 -0.257
N -0.031 -1.397 -0.012
C -0.945 -0.530 0.775
C -1.273 0.951 0.198
O -2.344 1.380 0.308
O -0.184 1.684 -0.275
H 1.794 -0.275 0.693
H 1.681 -0.930 -0.907
H -0.288 -1.656 -0.878
H -0.350 -0.399 1.707
H -1.986 -1.141 0.921
*
```

Values from the calculation:
**Structure (SMILES)**: O=C1CNCC(=O)O1
**Frontier orbital gap**: 10.5 eV
**Lowest unoccupied orbital energy**: 0.33 eV

Results of the Mulliken charge analysis, in e, for atoms 1 through 8: O -0.517; C 0.581; C -0.583; N -0.417; C -0.417; C 0.539; O -0.422; O -0.299

=====

(c)
This record from the Open Molecules 2025 dataset describes a molecular structure, C4H5NO3. The level of theory is the ωB97M-V functional and the def2-TZVPD basis.

Geometry as ORCA input:
```
! wB97M-V def2-TZVPD RIJCOSX def2/J DEFGRID3
* xyz 0 1
C -0.393 -0.565 0.075
C 0.851 -0.471 -0.617
C 1.144 0.955 -0.439
C -0.728 0.721 0.240
H -0.136 -1.974 1.523
H -1.062 -2.636 0.133
H 2.602 -0.872 -1.237
H 1.750 1.740 -0.890
H -2.543 0.513 0.599
N -1.031 -1.902 0.793
O 1.805 -1.290 -1.034
O 0.112 1.634 0.033
O -1.747 1.245 0.846
*
```

Values from the calculation:
**Frontier orbital gap**: 8.1 eV
**Lowest unoccupied orbital energy**: 0.54 eV

Results of the Mulliken charge analysis, in e, for atoms 1 through 8: C -0.213; C 0.380; C -0.582; C 0.703; H 0.336; H 0.284; H 0.321; H 0.358

=====

(d)
This record from the Open Molecules 2025 dataset describes a single C4H5NO3 molecule. The level of theory is the ωB97M-V functional and the def2-TZVPD basis.

Geometry as ORCA input:
```
! wB97M-V def2-TZVPD RIJCOSX def2/J DEFGRID3
* xyz 0 1
O -1.902 1.958 -1.511
C -0.864 1.450 -1.024
O 0.394 1.095 -1.450
C -1.195 1.002 0.510
C -0.697 0.017 1.155
C 0.305 -0.960 0.705
N 0.902 -1.048 -0.349
O 2.056 -1.882 -0.309
H 0.667 0.181 -1.208
H -2.129 1.513 0.955
H -0.876 -0.074 2.241
H 0.593 -1.666 1.343
H 2.745 -1.587 -1.058
*
```

Values from the calculation:
**Structure (SMILES)**: O=C(O)/C=C\C=N\O
**Frontier orbital gap**: 9.6 eV
**Lowest unoccupied orbital energy**: -0.31 eV

Results of the Mulliken charge analysis, in e, for atoms 1 through 8: O -0.509; C 0.424; O -0.524; C -0.217; C -0.445; C 0.022; N -0.264; O -0.463

=====

Which is most stable? The ranking, best first, is (a), (b), (d), (c).

=====

(a)
This record from the Open Molecules 2025 dataset describes a single C2H2O3S molecule. The level of theory is the ωB97M-V functional and the def2-TZVPD basis.

Geometry as ORCA input:
```
! wB97M-V def2-TZVPD RIJCOSX def2/J DEFGRID3
* xyz 0 1
O -3.488 1.538 1.432
S -2.227 1.822 0.900
O -1.535 2.924 1.350
C -1.122 0.359 1.094
C -0.091 -0.171 0.244
O -1.328 -0.882 0.419
H 0.106 0.223 -0.820
H 0.834 -0.531 0.809
*
```

Values from the calculation:
**Structure (SMILES)**: O=S(=O)=C1CO1
**Frontier orbital gap (alpha / beta)**: 8.0 / 8.0 eV
**Lowest unoccupied orbital energy (alpha / beta)**: -1.85 / -1.85 eV

Atom-resolved charges from Mulliken, all expressed in e: O -0.459; S 0.749; O -0.444; C 0.097; C -0.112; O -0.274; H 0.234; H 0.209

=====

(b)
This record from the Open Molecules 2025 dataset describes a single C2H2O3S molecule. The level of theory is the ωB97M-V functional and the def2-TZVPD basis.

Geometry as ORCA input:
```
! wB97M-V def2-TZVPD RIJCOSX def2/J DEFGRID3
* xyz 0 1
O -2.063 -0.096 0.033
C -0.959 -0.541 0.025
C 0.368 0.443 -0.162
S 1.928 -0.095 0.015
O 3.103 0.735 0.062
O 2.059 -1.499 -0.077
H -0.529 -1.501 0.076
H 0.269 1.560 -0.137
*
```

Values from the calculation:
**Structure (SMILES)**: O=CC=S(=O)=O
**Frontier orbital gap**: 9.6 eV
**Lowest unoccupied orbital energy**: -0.79 eV

Atom-resolved charges from Mulliken, all expressed in e: O -0.421; C 0.106; C -0.334; S 0.925; O -0.488; O -0.473; H 0.363; H 0.323

=====

Which is most stable? The ranking, best first, is (b), (a).

=====

(a)
This record from the Open Molecules 2025 dataset describes a single C2H2O3S molecule. The level of theory is the ωB97M-V functional and the def2-TZVPD basis.

Geometry as ORCA input:
```
! wB97M-V def2-TZVPD RIJCOSX def2/J DEFGRID3
* xyz 0 1
O 0.757 -2.037 0.085
C 0.683 -0.834 0.005
O 1.719 -0.023 -0.084
C -0.651 -0.074 0.009
O -0.498 1.278 0.079
S -2.011 -0.903 -0.038
H 1.407 0.896 -0.126
H -1.405 1.698 0.072
*
```

Values from the calculation:
**Structure (SMILES)**: O=C(O)C(O)=S
**Frontier orbital gap**: 8.8 eV
**Lowest unoccupied orbital energy**: -0.93 eV

Atom-resolved charges from Mulliken, all expressed in e: O -0.486; C 0.396; O -0.469; C 0.508; O -0.522; S -0.200; H 0.407; H 0.366

=====

(b)
This record from the Open Molecules 2025 dataset describes a single C2H2O3S molecule. The level of theory is the ωB97M-V functional and the def2-TZVPD basis.

Geometry as ORCA input:
```
! wB97M-V def2-TZVPD RIJCOSX def2/J DEFGRID3
* xyz 0 1
O -2.011 0.292 0.418
C -0.902 -0.297 0.041
O -0.711 -1.621 -0.169
C 0.361 0.400 -0.095
O 0.165 1.671 -0.120
S 1.772 -0.390 0.249
H 0.250 -1.936 -0.175
H 1.074 1.881 -0.149
*
```

Values from the calculation:
**Structure (SMILES)**: O=C(O)C(O)=S
**Frontier orbital gap**: 8.7 eV
**Lowest unoccupied orbital energy**: -1.55 eV

Atom-resolved charges from Mulliken, all expressed in e: O -0.521; C 0.649; O -0.425; C 0.280; O -0.274; S -0.374; H 0.321; H 0.345

=====

Which is most stable? The ranking, best first, is (a), (b).